Formula: C35H33N11O2SSn
Source: the Open Molecules 2025 dataset
Level of theory: the ωB97M-V functional and the def2-TZVPD basis

Positions of all 83 atoms, in Å:
Sn 0.535 -0.035 0.899
C -1.466 -7.464 -1.218
C -1.325 -5.980 -1.262
C -2.362 -5.170 -1.762
C -2.245 -3.815 -1.733
C -1.062 -3.157 -1.229
N -0.888 -1.835 -1.326
C -1.916 -0.958 -1.330
C -3.074 -1.146 -0.519
C -4.083 -0.225 -0.485
C -4.012 0.935 -1.274
C -5.087 1.971 -1.217
C -2.874 1.148 -2.067
C -1.821 0.271 -2.081
N -0.721 0.574 -2.904
C -0.753 1.126 -4.159
C 0.539 1.338 -4.527
C 1.309 0.894 -3.424
N 0.549 0.426 -2.454
C 0.034 -4.005 -0.824
C -0.141 -5.368 -0.824
N 1.295 -3.533 -0.407
C 2.480 -4.109 -0.802
C 3.481 -3.475 -0.141
C 2.824 -2.533 0.683
N 1.509 -2.565 0.541
H -2.511 -7.763 -1.140
H -0.899 -7.894 -0.392
H -1.070 -7.900 -2.145
H -3.247 -5.629 -2.188
H -3.008 -3.206 -2.195
H -3.105 -2.007 0.139
H -4.932 -0.376 0.171
H -6.003 1.578 -0.782
H -5.300 2.374 -2.208
H -4.751 2.808 -0.595
H -2.810 2.053 -2.661
H -1.681 1.297 -4.687
H 0.894 1.745 -5.461
H 2.382 0.897 -3.305
H 0.656 -5.992 -0.437
H 2.518 -4.884 -1.553
H 4.542 -3.659 -0.228
H 3.257 -1.847 1.399
N -0.223 7.431 -1.639
C -0.010 6.352 -0.827
C 1.015 6.376 0.134
C 1.222 5.305 0.969
C 0.418 4.172 0.849
C -0.597 4.123 -0.106
C -0.808 5.202 -0.940
S 0.660 2.808 1.899
O -0.545 1.961 1.773
O 1.002 3.239 3.220
N 1.759 1.736 1.327
C 2.826 1.865 0.459
N 3.107 0.684 -0.133
C 4.150 0.663 -0.962
C 4.908 1.786 -1.232
C 4.513 2.950 -0.587
N 3.478 3.003 0.253
H 0.267 8.289 -1.472
H -1.043 7.478 -2.211
H 1.635 7.263 0.222
H 1.986 5.344 1.735
H -1.231 3.245 -0.160
H -1.605 5.180 -1.676
H 4.372 -0.290 -1.433
H 5.753 1.758 -1.905
H 5.050 3.884 -0.739
N -0.169 -1.856 7.124
C 0.056 -1.482 5.847
C 0.707 -0.276 5.541
C 0.908 0.068 4.231
N 0.517 -0.702 3.198
C -0.106 -1.854 3.485
C -0.356 -2.283 4.762
H 0.144 -1.290 7.890
H -0.607 -2.733 7.338
H 1.050 0.378 6.333
H 1.395 1.005 3.978
H -0.399 -2.461 2.633
H -0.857 -3.229 4.935

- 2S+1: 1
- Calculated total energy: -73969.2198 eV
- Kohn-Sham gap (alpha / beta): 3.944 / 3.933 eV
- ΔE to the lowest compared entry with this formula, charge and spin: 2.813 eV
- Net charge: +2

Here are the Löwdin charges for atoms 1 to 2, given in e:
1. Sn 1.39
2. C -0.01

=====

Formula: C35H34AsClF5N2O3PRuSSbSe4
Source: the Open Molecules 2025 dataset
Level of theory: the ωB97M-V functional and the def2-TZVPD basis

Positions of all 89 atoms, in Å:
Ru 0.515 0.302 0.318
Cl -1.144 1.257 2.555
C -1.892 2.599 1.728
C -3.089 3.064 2.256
C -3.686 4.187 1.709
C -3.064 4.877 0.681
C -1.880 4.392 0.151
C -1.291 3.221 0.632
P 0.132 2.510 -0.280
C -0.296 2.556 -2.058
C 0.620 1.864 -2.863
C 0.264 1.421 -4.126
C -1.033 1.606 -4.582
C -1.943 2.294 -3.799
C -1.575 2.777 -2.550
C 1.396 3.812 -0.024
C 1.578 4.316 1.268
C 2.614 5.201 1.540
C 3.483 5.590 0.526
C 3.297 5.110 -0.761
C 2.264 4.219 -1.036
H -3.541 2.538 3.087
H -4.638 4.526 2.102
H -3.511 5.778 0.275
H -1.392 4.919 -0.660
H 1.597 1.606 -2.478
H 0.983 0.866 -4.717
H -1.355 1.161 -5.514
H -2.964 2.400 -4.130
H -2.324 3.254 -1.937
H 0.910 4.009 2.063
H 2.750 5.579 2.547
H 4.305 6.262 0.744
H 3.962 5.420 -1.558
H 2.127 3.851 -2.044
C -2.509 -4.404 -1.710
As -1.191 -3.568 -0.520
C -2.047 -4.072 1.160
C 0.129 -5.023 -0.616
S 0.903 -1.753 1.252
H -2.446 -5.491 -1.609
H -2.314 -4.123 -2.740
H -3.509 -4.073 -1.445
H -2.235 -5.149 1.179
H -2.992 -3.541 1.251
H -1.398 -3.808 1.992
H -0.391 -5.984 -0.561
H 0.841 -4.962 0.207
H 0.670 -4.974 -1.561
F 3.233 -3.144 2.511
C 3.301 -3.110 1.177
C 2.305 -2.475 0.440
C 2.471 -2.485 -0.945
F 1.582 -1.891 -1.730
C 3.550 -3.090 -1.555
F 3.661 -3.113 -2.887
C 4.517 -3.703 -0.788
F 5.574 -4.280 -1.370
C 4.389 -3.721 0.580
F 5.333 -4.316 1.325
Se -5.226 -1.529 0.095
Sb -3.700 -0.381 -1.391
Se -1.400 -0.183 -0.473
Se -4.744 1.878 -1.152
Se -3.858 -0.956 -3.735
C 5.657 2.609 -2.182
C 6.148 1.377 -1.425
C 5.226 0.951 -0.287
C 5.728 -0.371 0.381
C 7.147 -0.314 0.944
C 5.163 2.006 0.801
O 6.054 2.792 1.042
N 4.029 1.946 1.583
C 2.857 1.308 1.203
O 1.871 1.347 1.966
N 2.753 0.691 0.012
C 3.836 0.567 -0.829
O 3.740 0.083 -1.940
H 6.352 2.865 -2.985
H 5.585 3.466 -1.511
H 4.677 2.429 -2.631
H 7.132 1.589 -1.007
H 6.231 0.533 -2.108
H 5.662 -1.146 -0.384
H 5.034 -0.642 1.178
H 7.888 -0.206 0.150
H 7.364 -1.242 1.476
H 7.271 0.517 1.640
H 3.967 2.559 2.381

- 2S+1: 5
- Calculated total energy: -423550.4500 eV
- Kohn-Sham gap (alpha / beta): 5.854 / 5.408 eV
- ΔE to the lowest compared entry with this formula, charge and spin: 1.310 eV
- Net charge: -1

Here are the Löwdin charges for atoms 1 to 2, given in e:
1. Ru 0.45
2. Cl 0.70

=====

Formula: C35H34F4N10OScSe
Source: the Open Molecules 2025 dataset
Level of theory: the ωB97M-V functional and the def2-TZVPD basis

Positions of all 86 atoms, in Å:
Sc -0.561 -0.241 0.523
C -3.738 0.940 0.648
N -2.824 0.550 -0.435
C -3.576 -0.329 -1.339
C -2.428 1.748 -1.185
C -1.541 2.683 -0.389
N -0.576 1.925 0.399
C 0.338 2.665 1.124
C 1.028 1.990 2.131
F 0.691 0.674 2.277
C 1.968 2.543 2.961
F 2.537 1.779 3.892
C 2.301 3.879 2.829
C 1.640 4.586 1.846
F 1.929 5.878 1.657
C 0.689 4.017 1.011
F 0.159 4.806 0.055
H -4.630 1.426 0.233
H -3.248 1.637 1.320
H -4.048 0.064 1.212
H -4.485 0.175 -1.690
H -3.867 -1.241 -0.823
H -2.974 -0.585 -2.208
H -3.321 2.295 -1.521
H -1.918 1.404 -2.084
H -2.147 3.335 0.254
H -1.065 3.348 -1.113
H 3.041 4.346 3.461
C -1.737 1.315 3.566
C -2.115 -0.134 3.516
C -2.661 -0.705 4.664
C -3.062 -2.018 4.652
C -2.902 -2.753 3.487
C -2.328 -2.148 2.387
N -1.941 -0.852 2.393
C -2.092 -2.919 1.132
C -2.262 -4.294 1.068
C -1.917 -4.956 -0.094
C -1.424 -4.234 -1.163
C -1.318 -2.857 -1.045
N -1.660 -2.222 0.078
C -0.799 -2.014 -2.156
C -0.811 -2.504 -3.449
C -0.326 -1.705 -4.471
C 0.148 -0.454 -4.153
C 0.121 -0.005 -2.834
C 0.612 1.390 -2.580
N -0.362 -0.777 -1.844
H -2.609 1.902 3.859
H -1.379 1.684 2.612
H -0.966 1.482 4.321
H -2.769 -0.095 5.550
H -3.495 -2.476 5.531
H -3.222 -3.782 3.453
H -2.608 -4.855 1.921
H -2.001 -6.032 -0.153
H -1.094 -4.739 -2.057
H -1.212 -3.483 -3.662
H -0.332 -2.056 -5.494
H 0.537 0.206 -4.917
H 1.583 1.518 -3.061
H 0.708 1.619 -1.524
H -0.067 2.106 -3.049
O 0.691 -1.586 1.217
N 0.819 -2.897 1.099
C 1.877 -3.374 1.657
C 2.813 -2.578 2.410
N 3.556 -1.942 3.010
C 2.054 -4.801 1.535
N 2.172 -5.936 1.411
C 4.260 -1.102 -3.134
N 4.219 0.293 -2.722
C 4.776 1.339 -3.437
C 4.553 2.462 -2.729
N 3.869 2.091 -1.587
C 3.430 3.012 -0.547
C 3.649 0.756 -1.586
Se 2.746 -0.218 -0.292
H 5.282 -1.371 -3.391
H 3.609 -1.259 -3.994
H 3.915 -1.708 -2.301
H 5.294 1.183 -4.366
H 4.834 3.482 -2.921
H 4.180 3.791 -0.431
H 3.319 2.456 0.381
H 2.472 3.459 -0.813

- 2S+1: 1
- Calculated total energy: -150709.6034 eV
- Kohn-Sham gap: 6.585 eV
- ΔE to the lowest compared entry with this formula, charge and spin: 0.076 eV
- Net charge: +1

Here are the Löwdin charges for atoms 1 to 2, given in e:
1. Sc 1.00
2. C -0.07

=====

Please write out number 2 again, unchanged.
Formula: C35H34AsClF5N2O3PRuSSbSe4
Source: the Open Molecules 2025 dataset
Level of theory: the ωB97M-V functional and the def2-TZVPD basis

Positions of all 89 atoms, in Å:
Ru 0.515 0.302 0.318
Cl -1.144 1.257 2.555
C -1.892 2.599 1.728
C -3.089 3.064 2.256
C -3.686 4.187 1.709
C -3.064 4.877 0.681
C -1.880 4.392 0.151
C -1.291 3.221 0.632
P 0.132 2.510 -0.280
C -0.296 2.556 -2.058
C 0.620 1.864 -2.863
C 0.264 1.421 -4.126
C -1.033 1.606 -4.582
C -1.943 2.294 -3.799
C -1.575 2.777 -2.550
C 1.396 3.812 -0.024
C 1.578 4.316 1.268
C 2.614 5.201 1.540
C 3.483 5.590 0.526
C 3.297 5.110 -0.761
C 2.264 4.219 -1.036
H -3.541 2.538 3.087
H -4.638 4.526 2.102
H -3.511 5.778 0.275
H -1.392 4.919 -0.660
H 1.597 1.606 -2.478
H 0.983 0.866 -4.717
H -1.355 1.161 -5.514
H -2.964 2.400 -4.130
H -2.324 3.254 -1.937
H 0.910 4.009 2.063
H 2.750 5.579 2.547
H 4.305 6.262 0.744
H 3.962 5.420 -1.558
H 2.127 3.851 -2.044
C -2.509 -4.404 -1.710
As -1.191 -3.568 -0.520
C -2.047 -4.072 1.160
C 0.129 -5.023 -0.616
S 0.903 -1.753 1.252
H -2.446 -5.491 -1.609
H -2.314 -4.123 -2.740
H -3.509 -4.073 -1.445
H -2.235 -5.149 1.179
H -2.992 -3.541 1.251
H -1.398 -3.808 1.992
H -0.391 -5.984 -0.561
H 0.841 -4.962 0.207
H 0.670 -4.974 -1.561
F 3.233 -3.144 2.511
C 3.301 -3.110 1.177
C 2.305 -2.475 0.440
C 2.471 -2.485 -0.945
F 1.582 -1.891 -1.730
C 3.550 -3.090 -1.555
F 3.661 -3.113 -2.887
C 4.517 -3.703 -0.788
F 5.574 -4.280 -1.370
C 4.389 -3.721 0.580
F 5.333 -4.316 1.325
Se -5.226 -1.529 0.095
Sb -3.700 -0.381 -1.391
Se -1.400 -0.183 -0.473
Se -4.744 1.878 -1.152
Se -3.858 -0.956 -3.735
C 5.657 2.609 -2.182
C 6.148 1.377 -1.425
C 5.226 0.951 -0.287
C 5.728 -0.371 0.381
C 7.147 -0.314 0.944
C 5.163 2.006 0.801
O 6.054 2.792 1.042
N 4.029 1.946 1.583
C 2.857 1.308 1.203
O 1.871 1.347 1.966
N 2.753 0.691 0.012
C 3.836 0.567 -0.829
O 3.740 0.083 -1.940
H 6.352 2.865 -2.985
H 5.585 3.466 -1.511
H 4.677 2.429 -2.631
H 7.132 1.589 -1.007
H 6.231 0.533 -2.108
H 5.662 -1.146 -0.384
H 5.034 -0.642 1.178
H 7.888 -0.206 0.150
H 7.364 -1.242 1.476
H 7.271 0.517 1.640
H 3.967 2.559 2.381

- 2S+1: 5
- Calculated total energy: -423550.4500 eV
- Kohn-Sham gap (alpha / beta): 5.854 / 5.408 eV
- ΔE to the lowest compared entry with this formula, charge and spin: 1.310 eV
- Net charge: -1

Here are the Löwdin charges for atoms 1 to 2, given in e:
1. Ru 0.45
2. Cl 0.70

=====

Repeat the third record exactly.
Formula: C35H34F4N10OScSe
Source: the Open Molecules 2025 dataset
Level of theory: the ωB97M-V functional and the def2-TZVPD basis

Positions of all 86 atoms, in Å:
Sc -0.561 -0.241 0.523
C -3.738 0.940 0.648
N -2.824 0.550 -0.435
C -3.576 -0.329 -1.339
C -2.428 1.748 -1.185
C -1.541 2.683 -0.389
N -0.576 1.925 0.399
C 0.338 2.665 1.124
C 1.028 1.990 2.131
F 0.691 0.674 2.277
C 1.968 2.543 2.961
F 2.537 1.779 3.892
C 2.301 3.879 2.829
C 1.640 4.586 1.846
F 1.929 5.878 1.657
C 0.689 4.017 1.011
F 0.159 4.806 0.055
H -4.630 1.426 0.233
H -3.248 1.637 1.320
H -4.048 0.064 1.212
H -4.485 0.175 -1.690
H -3.867 -1.241 -0.823
H -2.974 -0.585 -2.208
H -3.321 2.295 -1.521
H -1.918 1.404 -2.084
H -2.147 3.335 0.254
H -1.065 3.348 -1.113
H 3.041 4.346 3.461
C -1.737 1.315 3.566
C -2.115 -0.134 3.516
C -2.661 -0.705 4.664
C -3.062 -2.018 4.652
C -2.902 -2.753 3.487
C -2.328 -2.148 2.387
N -1.941 -0.852 2.393
C -2.092 -2.919 1.132
C -2.262 -4.294 1.068
C -1.917 -4.956 -0.094
C -1.424 -4.234 -1.163
C -1.318 -2.857 -1.045
N -1.660 -2.222 0.078
C -0.799 -2.014 -2.156
C -0.811 -2.504 -3.449
C -0.326 -1.705 -4.471
C 0.148 -0.454 -4.153
C 0.121 -0.005 -2.834
C 0.612 1.390 -2.580
N -0.362 -0.777 -1.844
H -2.609 1.902 3.859
H -1.379 1.684 2.612
H -0.966 1.482 4.321
H -2.769 -0.095 5.550
H -3.495 -2.476 5.531
H -3.222 -3.782 3.453
H -2.608 -4.855 1.921
H -2.001 -6.032 -0.153
H -1.094 -4.739 -2.057
H -1.212 -3.483 -3.662
H -0.332 -2.056 -5.494
H 0.537 0.206 -4.917
H 1.583 1.518 -3.061
H 0.708 1.619 -1.524
H -0.067 2.106 -3.049
O 0.691 -1.586 1.217
N 0.819 -2.897 1.099
C 1.877 -3.374 1.657
C 2.813 -2.578 2.410
N 3.556 -1.942 3.010
C 2.054 -4.801 1.535
N 2.172 -5.936 1.411
C 4.260 -1.102 -3.134
N 4.219 0.293 -2.722
C 4.776 1.339 -3.437
C 4.553 2.462 -2.729
N 3.869 2.091 -1.587
C 3.430 3.012 -0.547
C 3.649 0.756 -1.586
Se 2.746 -0.218 -0.292
H 5.282 -1.371 -3.391
H 3.609 -1.259 -3.994
H 3.915 -1.708 -2.301
H 5.294 1.183 -4.366
H 4.834 3.482 -2.921
H 4.180 3.791 -0.431
H 3.319 2.456 0.381
H 2.472 3.459 -0.813

- 2S+1: 1
- Calculated total energy: -150709.6034 eV
- Kohn-Sham gap: 6.585 eV
- ΔE to the lowest compared entry with this formula, charge and spin: 0.076 eV
- Net charge: +1

Here are the Löwdin charges for atoms 1 to 2, given in e:
1. Sc 1.00
2. C -0.07

=====

Q: Which formula does entry 1 have?
A: C35H33N11O2SSn